P.
ORCA calculation (ωB97M-V/def2-TZVPD) on a cluster of 2 separate species, C2H5ClO3 in total.

Computed properties:
frontier orbital gap: 9.697 eV
E_HOMO: -9.67 eV

Cartesian coordinates (Å):
C: 0.17 -1.02 -0.89
C: -0.93 -0.04 -0.51
O: 0.16 -1.36 0.48
O: -0.68 1.25 -0.61
O: -0.20 0.76 1.71
Cl: -2.49 -0.42 0.09
H: -0.31 -1.69 -1.52
H: 1.17 -0.70 -1.19
H: 0.06 -0.15 1.42
H: -0.89 1.63 0.28
H: -0.14 0.98 2.67

Charges obtained by Löwdin population analysis, quoted in units of e: -0.241, -0.665, -0.203, 0.026, -0.130, 0.813, 0.082, 0.137, -0.013, 0.110, 0.083


Q.
ORCA calculation (ωB97M-V/def2-TZVPD) on the molecule C2H5ClO3.

Computed properties:
structure (SMILES): COC(O)(O)Cl
frontier orbital gap: 10.701 eV
E_HOMO: -10.09 eV

Cartesian coordinates (Å):
C: -1.85 0.02 0.18
O: -0.38 0.37 0.34
C: 0.94 -0.07 -0.20
O: 1.84 0.68 0.47
O: 1.08 -0.12 -1.55
Cl: 1.07 -1.84 0.41
H: -2.12 -0.28 1.11
H: -2.17 1.09 0.06
H: -2.24 -0.70 -0.53
H: 1.73 0.84 1.41
H: 2.10 0.01 -1.69

Charges obtained by Löwdin population analysis, quoted in units of e: -0.006, -0.200, -0.944, 0.029, 0.016, 0.567, 0.033, 0.107, 0.087, 0.128, 0.183


Among the structures above, stability is greatest for Q.